Entry 1:
This record from the OMol25 dataset describes C27H26FeNP as an isolated structure. The level of theory is ωB97M-V/def2-TZVPD.

Its spin multiplicity is 2. The charge is +1. Its HOMO-LUMO gap (spin up / spin down) is 6.929 / 8.771 eV. The relative energy (zero: lowest compared OMol25 entry of this formula, charge and spin) comes out at 22.9 kcal/mol. As for the expectation value of S²: 1.01. The energy is -73578.3740 eV. The value obtained for the HOMO energy (spin up / spin down) is -11.36 / -11.48 eV.

Atoms and positions in Å:
Fe 1.12 -0.03 0.14
C 3.62 0.26 -1.18
N 3.20 0.19 0.24
C 4.02 -0.83 0.92
C 3.44 1.50 0.90
C 2.20 2.34 0.87
C 2.29 3.73 0.80
C 1.15 4.50 0.90
C -0.09 3.89 1.06
C -0.19 2.51 1.10
C 0.95 1.71 0.97
H 4.69 0.45 -1.26
H 3.08 1.07 -1.68
H 3.38 -0.68 -1.68
H 5.07 -0.53 0.90
H 3.93 -1.78 0.40
H 3.70 -0.95 1.95
H 4.29 2.00 0.44
H 3.70 1.31 1.94
H 3.26 4.19 0.69
H 1.22 5.58 0.85
H -0.98 4.50 1.15
H -1.16 2.07 1.23
C -0.71 0.34 -4.16
C -0.16 -0.82 -3.64
C -0.36 -1.16 -2.30
C -1.11 -0.32 -1.47
C -1.66 0.85 -2.01
C -1.47 1.17 -3.34
P -1.15 -0.54 0.34
C -2.84 -0.23 0.86
C -3.90 -0.71 0.09
C -5.20 -0.52 0.52
C -5.45 0.15 1.71
C -4.40 0.63 2.48
C -3.09 0.44 2.06
C -0.55 -2.19 0.64
C -1.14 -3.43 0.78
C -0.31 -4.54 0.79
C 1.06 -4.39 0.62
C 1.64 -3.12 0.49
C 0.84 -1.99 0.55
H -0.56 0.60 -5.20
H 0.41 -1.48 -4.28
H 0.03 -2.09 -1.93
H -2.26 1.50 -1.38
H -1.91 2.07 -3.74
H -3.71 -1.22 -0.85
H -6.03 -0.89 -0.08
H -6.47 0.30 2.04
H -4.60 1.15 3.41
H -2.27 0.80 2.66
H -2.22 -3.52 0.87
H -0.73 -5.53 0.92
H 1.69 -5.26 0.58
H 2.71 -3.08 0.33



Entry 2:
This record from the OMol25 dataset describes C19H15N3O7SV as an isolated structure at a distorted geometry. The level of theory is ωB97M-V/def2-TZVPD.

Its spin multiplicity is 2. Its HOMO-LUMO gap (spin up / spin down) is 7.336 / 7.775 eV. The relative energy (zero: lowest compared OMol25 entry of this formula, charge and spin) comes out at 175.0 kcal/mol. As for the expectation value of S²: 0.86. The energy is -75264.6372 eV. The value obtained for the HOMO energy (spin up / spin down) is -9.28 / -9.43 eV.

Atoms and positions in Å:
V -0.03 0.01 0.03
C -1.19 1.30 8.13
C -0.59 1.23 6.75
C -0.46 0.00 6.11
C 0.07 -0.08 4.82
C 0.46 1.09 4.18
C 0.34 2.32 4.81
C -0.19 2.39 6.09
S 1.13 1.02 2.51
O 1.57 -0.35 2.39
O 2.19 1.99 2.55
N -0.07 1.45 1.50
C -1.38 0.58 1.53
C -2.31 1.10 2.40
C -3.55 0.48 2.58
C -3.91 -0.65 1.88
C -3.02 -1.18 0.96
N -1.83 -0.67 0.72
H -1.04 0.38 8.68
H -2.27 1.49 8.05
H -0.74 2.11 8.71
H -0.77 -0.92 6.60
H 0.17 -1.03 4.32
H 0.66 3.22 4.29
H -0.29 3.36 6.57
H -2.08 1.99 2.97
H -4.25 0.91 3.30
H -4.87 -1.11 2.04
H -3.27 -2.06 0.37
O -0.11 0.59 -1.48
O 3.31 -2.38 -0.22
C 2.53 -1.49 -0.47
O 1.42 -1.27 0.16
C 2.89 -0.55 -1.61
C 4.07 -0.74 -2.32
C 4.42 0.09 -3.37
C 3.59 1.14 -3.73
C 2.41 1.35 -3.04
C 2.05 0.51 -1.97
N 1.56 2.48 -3.46
O 0.53 2.71 -2.87
O 1.96 3.15 -4.39
H 4.72 -1.56 -2.04
H 5.35 -0.08 -3.91
H 3.87 1.79 -4.55
H 1.08 0.63 -1.37



Entry 3:
This record from the OMol25 dataset describes C54H43ClN9O6PS2Tl as an isolated structure at a distorted geometry. The level of theory is ωB97M-V/def2-TZVPD.

The charge is -1. Its HOMO-LUMO gap (spin up / spin down) is 4.950 / 4.710 eV. The relative energy (zero: lowest compared OMol25 entry of this formula, charge and spin) comes out at 26.7 kcal/mol. The energy is -130573.8216 eV. The value obtained for the HOMO energy (spin up / spin down) is -3.85 / -3.72 eV.

Atoms and positions in Å:
Tl 0.66 -0.30 -0.06
C 4.93 4.20 2.13
C 4.47 3.83 3.39
C 3.70 2.70 3.57
C 3.35 1.96 2.44
C 2.51 0.79 2.22
N 2.04 0.03 3.18
C 1.38 -1.10 2.96
C 1.20 -2.09 4.00
C 1.57 -2.13 5.34
C 1.33 -3.30 6.04
C 0.72 -4.40 5.43
C 0.33 -4.36 4.10
C 0.58 -3.20 3.39
C 0.40 -2.84 1.99
N -0.15 -3.65 1.12
C -0.20 -3.41 -0.17
N 0.50 -2.46 -0.84
C 0.33 -2.62 -2.17
N 1.00 -2.02 -3.13
C 1.86 -1.04 -2.92
N 2.05 -0.35 -1.77
C 3.07 0.55 -1.94
N 3.62 1.34 -1.04
C 3.27 1.39 0.22
N 2.45 0.53 0.89
C 3.83 2.34 1.17
C 4.63 3.45 1.01
C 3.60 0.39 -3.29
C 4.67 0.97 -3.95
C 4.95 0.55 -5.24
C 4.17 -0.43 -5.86
C 3.10 -1.02 -5.20
C 2.83 -0.60 -3.91
C -0.64 -3.68 -2.40
C -1.25 -4.15 -3.54
C -2.23 -5.12 -3.39
C -2.55 -5.63 -2.14
C -1.91 -5.19 -0.99
C -0.96 -4.19 -1.13
N 0.89 -1.58 1.79
H 5.52 5.10 2.03
H 4.72 4.45 4.24
H 3.36 2.41 4.55
H 2.06 -1.28 5.79
H 1.65 -3.38 7.07
H 0.57 -5.30 6.01
H -0.13 -5.21 3.63
H 4.99 3.71 0.03
H 5.28 1.71 -3.45
H 5.78 0.97 -5.78
H 4.42 -0.74 -6.86
H 2.52 -1.79 -5.67
H -0.98 -3.76 -4.51
H -2.76 -5.49 -4.26
H -3.33 -6.38 -2.06
H -2.16 -5.59 -0.02
S -1.61 -0.12 -1.30
C -2.62 -1.01 -0.27
N -2.24 -1.82 0.65
C -3.28 -2.49 1.22
C -3.18 -3.50 2.17
C -4.33 -4.13 2.60
C -5.58 -3.75 2.13
C -5.70 -2.74 1.19
C -4.55 -2.13 0.73
S -4.38 -0.91 -0.51
H -2.20 -3.79 2.52
H -4.25 -4.94 3.31
H -6.46 -4.25 2.50
H -6.67 -2.43 0.83
C 0.46 2.79 4.67
C 0.23 3.20 3.22
O -0.91 2.57 2.68
P -0.93 1.13 1.87
O -1.26 0.02 3.00
C -2.50 -0.18 3.64
C -2.70 0.75 4.83
O -2.41 1.34 1.29
C -2.77 2.44 0.47
C -4.17 2.86 0.88
H 1.24 3.39 5.11
H 0.73 1.74 4.70
H -0.45 2.93 5.24
H 1.11 2.97 2.62
H 0.05 4.28 3.16
H -2.49 -1.23 3.97
H -3.32 -0.05 2.92
H -1.87 0.64 5.52
H -3.63 0.49 5.34
H -2.75 1.78 4.48
H -2.75 2.13 -0.58
H -2.05 3.26 0.62
H -4.85 2.02 0.73
H -4.50 3.71 0.28
H -4.19 3.15 1.93
C 0.24 4.72 -5.38
C 0.13 3.22 -5.38
C 0.72 2.47 -6.39
C 0.59 1.09 -6.39
Cl 1.27 0.19 -7.70
C -0.12 0.43 -5.41
C -0.70 1.17 -4.40
C -0.57 2.56 -4.36
O -1.21 3.25 -3.35
C -0.39 3.66 -2.26
C 0.57 2.52 -1.80
O 1.46 2.23 -2.60
O 0.35 2.03 -0.66
H 0.25 5.11 -6.39
H 1.17 5.02 -4.89
H -0.59 5.15 -4.83
H 1.26 2.96 -7.18
H -0.22 -0.65 -5.42
H -1.26 0.69 -3.61
H -1.08 3.94 -1.47
H 0.22 4.52 -2.55



Entry 4:
This record from the OMol25 dataset describes a 2-piece molecular cluster, C12H16N2 overall. The level of theory is ωB97M-V/def2-TZVPD.

Its HOMO-LUMO gap (spin up / spin down) is 9.567 / 6.178 eV. The relative energy (zero: lowest compared OMol25 entry of this formula, charge and spin) comes out at 95.8 kcal/mol. The energy is -15679.9431 eV. The value obtained for the HOMO energy (spin up / spin down) is -8.82 / -6.31 eV.

Atoms and positions in Å:
C 0.13 2.58 0.06
C -2.01 -2.08 -2.22
C -0.78 -1.60 -2.64
C -2.47 -1.81 -0.95
C 0.02 -0.85 -1.77
C -1.68 -1.07 -0.06
C -0.46 -0.62 -0.50
C 1.35 -0.34 -2.24
C -2.19 -0.77 1.32
C 2.57 0.51 1.31
C 1.06 2.61 1.18
C 1.33 1.24 1.69
N -0.60 2.55 -0.81
N 0.57 0.77 2.73
H -2.62 -2.65 -2.91
H -0.43 -1.80 -3.64
H -3.43 -2.18 -0.63
H 1.52 0.67 -1.85
H 2.15 -0.99 -1.89
H 1.39 -0.30 -3.32
H -2.30 0.31 1.45
H -3.16 -1.24 1.49
H -1.49 -1.13 2.08
H 2.77 0.62 0.25
H 3.44 0.90 1.85
H 2.48 -0.55 1.54
H 0.61 3.24 1.96
H 1.98 3.08 0.83
H 0.65 -0.21 2.93
H -0.39 1.10 2.77